Entry from the OMol25 dataset: a molecular structure, C28H75F2HfN2O33S11 in a non-equilibrium geometry (wB97M-V/def2-TZVPD).

Results
E: -226688.0723 eV
HOMO level: -15.244 eV
HOMO-LUMO gap: 4.62 eV
charge: +3
lowest unoccupied orbital energy: -10.6 eV

Each line ends with the Mulliken charge.
Cartesian coordinates (Å):
1 H 2.1955 -4.5559 -1.6827  0.16
2 S -2.2808 4.5320 0.4418  0.73
3 O 0.9542 1.9026 -3.3312  0.17
4 H 2.3253 -5.7639 -0.4297  0.32
5 C -7.1868 0.9785 -3.9858  -0.30
6 O -3.9214 0.2347 -2.1087  -0.45
7 O 0.7945 1.0487 3.1594  -0.58
8 S 4.3119 1.3032 2.8292  0.76
9 H -0.3155 -5.3977 -2.8193  0.00
10 H -2.9565 -6.6894 -2.4266  0.44
11 H -7.1528 2.0401 -4.2309  0.30
12 O -6.0879 0.8283 -1.0425  -0.68
13 H 0.9427 -2.6909 4.6589  0.79
14 H -4.0236 -1.7594 -3.5732  0.16
15 H 0.0990 0.3041 6.3541  0.06
16 H 1.3196 -0.8335 6.1615  0.43
17 H 4.6941 -1.1606 3.1956  -0.05
18 C -2.0419 -4.3564 1.1565  -1.00
19 S 0.6208 -0.2041 3.9409  0.76
20 H -2.6954 5.3631 -3.2082  0.16
21 O -2.4361 -2.0840 -6.2349  -0.55
22 H -2.8069 -5.0020 -2.9899  0.08
23 H 3.3854 -5.8241 -1.8792  0.47
24 H 5.4939 1.0483 -3.4761  0.46
25 H 6.1618 -0.4760 6.7923  0.42
26 H -0.6235 -7.0661 -2.7428  0.33
27 H 5.7272 2.4457 -2.4794  0.28
28 C 1.6194 1.2122 -5.4680  -1.09
29 H 1.9018 0.7718 5.8435  0.29
30 H 2.6705 -2.4207 5.0224  0.27
31 C 1.0139 0.1423 5.7842  -0.74
32 H -0.2941 2.3171 -5.0218  0.72
33 H 4.5406 2.3832 -5.1911  0.27
34 C 5.1770 1.0188 5.4306  -0.44
35 O -3.5699 3.8546 0.2549  -0.58
36 O -1.2438 -3.1522 -1.1721  0.21
37 C -3.0450 -1.9897 -3.9943  -0.28
38 H -2.3069 -1.6470 -3.2692  -0.11
39 C 4.8460 -0.4900 2.3499  -0.31
40 C -2.8578 6.3680 -2.8186  -1.08
41 H -8.1871 -0.3256 -2.4846  0.27
42 H 4.9710 1.8122 6.1490  0.33
43 F 1.8737 -0.8736 1.0663  0.41
44 H 5.8893 -0.4087 2.0448  0.71
45 H 5.9465 -3.9789 2.6930  0.21
46 S 0.5320 -1.1178 0.2810  -1.31
47 H 2.2450 -4.4835 3.7297  0.56
48 H -4.3021 0.9760 1.5472  0.14
49 H -3.9381 3.0816 -2.0566  -0.31
50 H 3.0902 -1.3819 -1.7269  -0.87
51 H -0.9866 -4.3400 1.4290  0.06
52 S -1.1879 0.1615 -0.5468  -0.06
53 H -1.7993 6.6522 1.3729  0.46
54 O -2.3444 -0.6238 -0.0279  -0.22
55 C -2.5477 5.8910 1.5933  -1.26
56 H 0.9114 5.4591 -2.9016  0.45
57 S 4.0395 -3.9218 -0.4545  1.13
58 C 4.8474 -5.5306 1.5470  0.06
59 H 3.4447 -3.4524 2.8535  -0.19
60 H 0.5409 4.5463 -4.4633  0.40
61 H -2.5356 -5.2859 1.4396  0.53
62 O -5.9954 0.3636 -3.5401  -0.28
63 C -8.2758 0.6429 -2.9768  -1.07
64 O -0.9930 3.8396 0.6933  -1.66
65 C 5.2776 -0.3425 6.1691  -1.04
66 C -1.0056 -6.1520 -3.1972  -0.82
67 S -2.3164 -3.9719 -0.6142  0.95
68 Hf 0.7960 2.4591 1.3050  2.21
69 H -4.1361 6.1174 -1.2229  0.40
70 O 2.4742 1.3846 -0.5118  0.53
71 H -0.9394 -6.3292 -4.2706  0.39
72 H 2.2716 2.0713 -5.6246  0.23
73 H 6.0728 1.1692 4.8280  0.50
74 O 2.9993 1.5411 2.2638  -1.30
75 S -5.1683 0.8932 -2.1698  1.10
76 H -2.0269 7.0125 -3.1053  0.32
77 O -0.2626 -1.8891 1.2461  -0.07
78 H -2.3516 5.6696 2.6424  0.40
79 H -3.4585 -0.2521 2.6701  0.18
80 C 1.0162 4.5427 -3.4824  -0.81
81 H 1.3461 0.8437 -6.4567  0.51
82 C -2.3242 -5.8016 -2.4280  -0.16
83 O 4.0356 1.0239 4.5011  -0.25
84 S 0.1808 3.1065 -2.4709  0.12
85 H -2.9447 2.4129 6.0847  0.30
86 F -1.8467 1.6735 -0.5439  0.02
87 H 6.7800 -5.6109 2.5933  0.38
88 H -5.6234 3.2907 -2.5979  0.58
89 H 2.0594 -0.2763 -2.7625  -0.42
90 O 5.4998 2.2242 2.7170  -0.60
91 H 5.2938 -1.2867 5.6248  0.22
92 C -4.7267 2.6782 -2.6918  -0.68
93 H 4.3921 3.9562 -4.2186  0.23
94 C 4.8854 2.9942 -4.3569  -1.18
95 O -0.5730 -1.0379 3.7245  -0.48
96 H 4.4655 -0.4300 6.8910  0.31
97 H -7.4362 0.4095 -4.8814  0.29
98 O 3.2212 -3.1407 0.4388  -0.15
99 O -0.8697 0.0725 -1.9422  0.16
100 O 4.8407 -3.3174 -1.5276  -0.68
101 H 3.8080 -5.3424 1.8163  -0.01
102 C 1.9283 -2.5114 4.2294  -0.97
103 S -2.7385 1.9539 3.1312  0.65
104 O 1.9372 -1.1478 3.6211  0.15
105 N 0.0051 0.5962 0.4232  2.45
106 H 1.8077 -3.4136 2.3326  0.04
107 C -3.9849 0.6950 2.5514  -0.64
108 H 2.0963 4.4125 -3.5497  0.02
109 O 0.6539 3.0461 -1.0596  -0.63
110 H -2.9378 -3.0724 -4.0610  0.30
111 H -1.9750 0.3524 7.1389  0.25
112 H 4.3008 -0.8461 1.4758  -0.16
113 C -3.2120 1.4156 5.7355  -0.26
114 C 5.8412 -5.0637 2.6785  -1.13
115 O -1.2228 2.9878 -2.7619  -0.38
116 H 4.8736 -6.6190 1.4948  0.41
117 N -3.0622 -1.4248 -5.4282  0.91
118 H -3.5486 6.3223 1.6106  0.43
119 H -4.1924 1.3191 5.2690  0.37
120 H 3.8243 -0.6302 -3.1951  0.91
121 H -9.2498 0.7709 -3.4490  0.43
122 H -0.3400 0.8962 -4.2992  0.06
123 H 5.9628 3.1028 -4.4818  0.48
124 O 5.1529 -4.8737 0.3203  -0.41
125 O -1.5424 1.8672 2.2313  1.06
126 H -2.5041 -3.5843 1.7716  0.27
127 H -4.8575 0.7617 3.2012  0.66
128 O -2.3062 1.2429 4.6026  0.02
129 H -3.8101 6.6887 -3.2411  0.41
130 C 2.9076 -5.1791 -1.1418  -0.88
131 C 0.4241 1.6107 -4.6054  -0.54
132 C -2.9674 0.2403 6.7022  -1.14
133 C 2.4229 -3.5343 3.2242  -0.57
134 C 5.0106 1.9685 -3.1479  -0.40
135 H -8.4455 1.4467 -2.2604  0.29
136 O -2.1054 -5.4697 -1.1332  -0.33
137 H -4.4958 2.6531 -3.7568  0.46
138 O -3.7209 -3.6303 -0.6214  -0.72
139 H 5.5264 -5.3577 3.6798  0.36
140 H 2.1655 0.3326 -5.1273  0.18
141 C 3.0600 -0.5435 -2.4227  0.63
142 O 4.9471 0.7286 -0.6916  -0.72
143 H -2.8841 7.2790 -0.8596  0.42
144 S 3.6339 0.8778 -1.3069  0.52
145 C -3.0715 6.3191 -1.3409  -0.37
146 O -3.3689 3.2667 3.2478  -0.67
147 H -3.3792 -0.6665 6.2594  0.29
148 O 3.7407 1.9014 -2.5896  0.26
149 O 0.8764 -1.7500 -0.9725  -0.53
150 O -3.4280 -0.2229 -5.5948  -0.55
151 O -2.0239 5.4606 -0.8887  -0.11
152 H -3.6184 0.4233 7.5571  0.46